Record 1
Formula: C42H64ClF3N17O5PS2
Source: the Open Molecules 2025 dataset
Level of theory: the ωB97M-V functional and the def2-TZVPD basis

## Properties
spin multiplicity	1
orbital gap	9.1	eV
HOMO level	-9.26	eV

XYZ file:
```
135
Properties=species:S:1:pos:R:3:mulliken_charge:R:1
C 0.472 -0.851 -1.585 -1.98
C 1.205 -1.318 -0.316 0.90
C 0.216 -1.727 0.793 -1.68
O 0.694 -2.845 1.518 -0.65
C -0.229 -0.594 1.711 0.67
Cl -1.265 0.550 0.812 -0.06
P -1.269 -1.293 3.128 0.20
S -0.246 -1.709 4.707 -0.33
O 0.821 0.121 2.332 -0.26
S 2.376 -0.074 1.926 1.27
O 2.963 1.193 2.198 -0.37
O 2.853 -1.230 2.603 -0.70
C 2.375 -0.382 0.164 -0.30
C 2.589 0.932 -0.618 -1.81
C 1.636 2.133 -0.395 0.43
O 0.719 2.299 -1.459 -0.53
C 2.433 3.438 -0.224 0.39
F 1.703 4.500 -0.552 -0.30
F 2.829 3.619 1.024 -0.11
F 3.520 3.471 -0.993 -0.29
H -0.130 -1.698 -1.930 0.59
H 1.153 -0.612 -2.402 0.47
H -0.218 -0.038 -1.402 0.22
H 1.681 -2.265 -0.590 0.28
H -0.702 -2.069 0.293 0.88
H 1.051 -2.662 2.403 0.23
H -2.241 -0.304 3.314 0.10
H -1.959 -2.325 2.479 0.08
H 3.297 -0.964 0.066 0.58
H 2.591 0.685 -1.683 0.58
H 3.602 1.261 -0.375 0.93
H 1.036 2.031 0.511 -0.05
H 1.213 2.421 -2.279 0.46
C 4.149 6.355 1.527 -0.12
C 4.853 7.325 2.351 0.13
N 5.406 8.088 3.008 -0.45
H 4.721 6.119 0.632 0.18
H 3.999 5.428 2.078 -0.18
H 3.173 6.735 1.228 0.39
C 3.180 -3.358 5.845 -0.74
C 2.589 -3.947 4.653 0.41
N 2.117 -4.389 3.703 -0.45
H 3.437 -2.317 5.650 0.18
H 2.472 -3.397 6.671 0.29
H 4.082 -3.900 6.125 0.34
C -4.042 1.164 -1.510 -0.29
C -5.063 0.183 -1.178 0.54
N -5.859 -0.601 -0.911 -0.61
H -3.059 0.736 -1.326 -0.28
H -4.105 1.450 -2.558 0.31
H -4.156 2.061 -0.902 0.37
C -7.571 -0.505 1.927 -0.44
C -7.046 0.040 3.169 0.35
N -6.627 0.487 4.141 -0.42
H -6.773 -0.684 1.210 0.00
H -8.093 -1.446 2.098 0.32
H -8.271 0.187 1.461 0.22
C 7.486 3.733 2.358 -0.66
C 7.101 4.452 1.155 0.45
N 6.776 5.036 0.220 -0.42
H 6.612 3.329 2.867 0.10
H 8.162 2.914 2.114 0.33
H 7.997 4.405 3.047 0.28
C 2.258 2.975 4.159 -0.47
C 3.675 3.306 4.176 0.38
N 4.799 3.544 4.194 -0.46
H 2.138 1.894 4.139 -0.05
H 1.773 3.375 5.048 0.50
H 1.788 3.396 3.272 0.16
C -9.218 -2.837 -3.697 -0.33
C -9.607 -2.563 -2.320 0.22
N -9.917 -2.355 -1.234 -0.38
H -9.917 -2.373 -4.392 0.30
H -8.223 -2.454 -3.908 -0.06
H -9.221 -3.913 -3.872 0.26
C 3.830 -4.536 -2.928 -0.96
C 3.499 -3.128 -2.764 0.50
N 3.222 -2.021 -2.635 -0.39
H 2.938 -5.146 -2.788 0.27
H 4.225 -4.713 -3.927 0.32
H 4.577 -4.831 -2.194 0.28
C -7.312 -4.274 -7.215 -0.94
C -7.110 -3.021 -6.509 0.58
N -6.948 -2.027 -5.955 -0.53
H -6.492 -4.450 -7.910 0.28
H -7.331 -5.101 -6.505 0.27
H -8.252 -4.274 -7.765 0.35
C -8.760 3.329 1.531 -0.42
C -8.043 3.970 0.439 0.32
N -7.479 4.468 -0.429 -0.39
H -8.218 2.450 1.876 -0.10
H -8.872 4.004 2.377 0.29
H -9.755 3.019 1.214 0.27
C 5.955 4.382 7.358 -0.45
C 5.842 4.598 8.793 0.27
N 5.758 4.735 9.931 -0.41
H 5.216 4.970 6.815 0.27
H 6.943 4.671 7.001 0.27
H 5.795 3.333 7.108 0.04
C -3.214 -5.990 -6.159 -0.70
C -4.035 -5.794 -7.346 0.39
N -4.689 -5.636 -8.277 -0.51
H -3.800 -6.459 -5.369 0.25
H -2.357 -6.622 -6.376 0.32
H -2.845 -5.030 -5.798 0.22
C 6.002 0.974 9.342 -0.74
C 5.340 0.759 8.063 0.35
N 4.816 0.602 7.053 -0.35
H 6.452 1.965 9.382 0.20
H 5.285 0.900 10.158 0.25
H 6.782 0.230 9.499 0.28
C -1.771 -8.935 -2.893 -0.78
C -1.148 -8.067 -3.883 0.40
N -0.656 -7.382 -4.663 -0.44
H -1.081 -9.726 -2.602 0.30
H -2.038 -8.361 -2.007 0.27
H -2.670 -9.390 -3.304 0.27
C -4.756 -2.325 -3.523 -0.29
C -3.389 -1.877 -3.343 0.26
N -2.300 -1.534 -3.208 -0.34
H -4.804 -3.414 -3.488 0.31
H -5.408 -1.935 -2.740 -0.03
H -5.141 -1.996 -4.489 0.07
C 8.814 7.170 -1.265 -0.63
C 9.556 7.897 -2.286 0.20
N 10.140 8.468 -3.094 -0.35
H 9.227 6.172 -1.129 0.24
H 8.859 7.696 -0.313 0.28
H 7.768 7.065 -1.546 0.25
C -1.713 0.309 -6.680 -0.82
C -2.809 -0.645 -6.590 0.35
N -3.664 -1.408 -6.514 -0.35
H -0.774 -0.184 -6.430 0.25
H -1.646 0.712 -7.689 0.33
H -1.873 1.128 -5.981 0.24
```



Record 2
Formula: C16H19BN6SSn
Source: the Open Molecules 2025 dataset
Level of theory: the ωB97M-V functional and the def2-TZVPD basis

## Properties
spin multiplicity	1
relative energy (zero: lowest compared OMol25 entry of this formula, charge and spin)	54.23	kcal/mol
orbital gap (alpha / beta)	5.4 / 4.9	eV
HOMO level (alpha / beta)	-14.61 / -14.74	eV
total charge	+2

XYZ file:
```
44
Properties=species:S:1:pos:R:3:mulliken_charge:R:1
C -0.764 2.996 0.460 -0.21
N -0.806 1.792 -0.159 -0.05
N -2.128 1.410 -0.237 0.14
C -2.910 2.429 0.218 -0.08
C -2.073 3.455 0.657 -1.13
B -2.597 0.113 -0.997 -0.18
N -1.543 -0.325 -2.082 -0.03
N -0.159 -0.338 -2.024 -0.03
C 0.301 -0.630 -3.284 0.10
C -0.793 -0.801 -4.138 -1.12
C -1.924 -0.548 -3.365 -0.09
Sn 1.408 0.864 -0.952 0.62
N -3.180 -1.066 -0.107 0.70
N -2.398 -2.152 0.253 -0.54
C -3.160 -2.962 0.991 -0.22
C -4.462 -2.425 1.127 -0.56
C -4.439 -1.235 0.390 -0.01
H -2.780 -3.893 1.396 0.47
H -5.230 -0.532 0.171 0.46
H -5.280 -2.847 1.673 0.45
H -3.602 0.483 -1.594 -0.09
H -2.982 -0.472 -3.621 0.44
H -3.989 2.380 0.104 0.42
H -0.739 -1.093 -5.179 0.42
H -2.356 4.420 1.034 0.43
H 1.366 -0.619 -3.522 0.38
H 0.187 3.463 0.714 0.42
H 1.835 -1.493 -0.788 0.31
C 2.812 -1.137 -1.152 -0.99
H 2.976 -1.637 -2.116 0.37
H 3.045 -0.022 -1.294 0.32
H 3.543 -1.466 -0.404 0.38
S 0.802 -0.242 1.223 -0.01
C 2.313 0.109 1.981 0.56
C 2.754 1.439 2.124 -0.35
C 4.100 1.656 2.398 -0.36
C 4.957 0.565 2.616 -0.43
C 4.458 -0.751 2.658 -0.38
C 3.116 -0.984 2.377 -0.67
H 2.057 2.254 1.924 0.43
H 4.470 2.681 2.431 0.44
H 6.024 0.738 2.795 0.43
H 5.108 -1.597 2.902 0.41
H 2.660 -1.976 2.398 0.45
```



Record 3
Formula: C4H5NO
Source: the Open Molecules 2025 dataset
Level of theory: the ωB97M-V functional and the def2-TZVPD basis

## Properties
SMILES string	[H]/N=C/C=C\C=O
spin multiplicity	1
relative energy (zero: lowest compared OMol25 entry of this formula, charge and spin)	36.33	kcal/mol
orbital gap	9.6	eV
HOMO level	-9.64	eV

XYZ file:
```
11
Properties=species:S:1:pos:R:3:mulliken_charge:R:1
H 1.899 1.446 0.989 0.23
N 1.128 1.017 0.480 -0.54
C 1.324 -0.222 0.260 0.04
C 0.281 -1.013 -0.418 -0.38
C -0.965 -0.545 -0.550 -0.22
C -1.440 0.740 0.054 -0.02
O -2.060 1.572 -0.567 -0.47
H 2.242 -0.748 0.547 0.36
H 0.559 -1.984 -0.823 0.32
H -1.713 -1.102 -1.111 0.35
H -1.254 0.839 1.139 0.33
```



Record 4
Formula: C41H45AgBrF4N6OPS3Sb
Source: the Open Molecules 2025 dataset
Level of theory: the ωB97M-V functional and the def2-TZVPD basis

## Properties
spin multiplicity	1
relative energy (zero: lowest compared OMol25 entry of this formula, charge and spin)	0.00	kcal/mol
orbital gap	7.9	eV
HOMO level	-9.92	eV
total charge	+1

XYZ file:
```
104
Properties=species:S:1:pos:R:3:mulliken_charge:R:1
Ag -0.625 1.206 0.008 2.86
F 0.147 5.182 6.321 -0.28
C 0.392 4.396 5.290 0.55
C 1.535 3.615 5.262 0.35
F 2.388 3.656 6.273 -0.29
C 1.777 2.796 4.173 0.13
F 2.889 2.064 4.202 -0.39
C 0.913 2.716 3.083 -0.39
P 1.305 1.608 1.652 0.37
C 2.883 2.311 1.071 0.79
C 4.147 1.942 1.523 -0.03
C 5.275 2.504 0.943 -0.79
C 5.153 3.436 -0.077 -0.65
C 3.896 3.813 -0.525 -0.48
C 2.767 3.246 0.041 -0.57
C 1.693 0.044 2.495 1.07
C 0.981 -0.356 3.624 -0.36
C 1.174 -1.621 4.159 -0.75
C 2.062 -2.504 3.561 -0.77
C 2.758 -2.118 2.425 -0.91
C 2.573 -0.852 1.889 -1.28
C -0.229 3.518 3.136 -0.07
Br -1.526 3.566 1.760 -0.16
C -0.485 4.344 4.221 0.57
F -1.578 5.099 4.250 -0.33
H 4.259 1.223 2.322 0.41
H 6.256 2.206 1.289 0.45
H 6.039 3.863 -0.528 0.41
H 3.795 4.531 -1.329 0.47
H 1.784 3.499 -0.340 0.14
H 0.290 0.327 4.105 0.13
H 0.631 -1.916 5.048 0.44
H 2.214 -3.489 3.983 0.42
H 3.452 -2.806 1.957 0.46
H 3.119 -0.548 1.005 0.82
N -0.711 4.738 -1.505 -0.32
C -1.511 3.825 -2.104 -0.06
N -1.606 2.576 -1.755 0.91
C -2.445 1.880 -2.609 -0.68
C -2.993 2.620 -3.604 -0.40
S -2.463 4.254 -3.502 -0.24
C -2.638 0.443 -2.433 -1.29
C -3.515 -0.330 -3.119 0.03
S -3.359 -1.979 -2.647 -0.28
C -2.104 -1.512 -1.535 -0.49
N -1.844 -0.241 -1.531 1.53
N -1.512 -2.413 -0.703 0.02
H -0.322 4.510 -0.605 0.02
H -0.826 5.710 -1.730 0.23
H -3.645 2.302 -4.399 0.43
H -4.219 -0.043 -3.880 0.45
H -1.654 -3.391 -0.877 0.28
H -0.640 -2.137 -0.278 -0.20
C -2.908 -2.700 4.074 -1.18
C -2.259 -2.479 2.713 -0.82
Sb -2.204 -0.413 2.011 -1.14
C -2.487 0.616 3.918 -0.18
C -3.911 1.042 4.252 -1.40
C -4.204 -0.278 1.175 -0.21
C -5.281 -1.179 1.769 -1.25
H -2.995 -3.769 4.280 0.42
H -3.909 -2.272 4.120 0.21
H -2.312 -2.262 4.875 0.26
H -2.783 -3.037 1.936 0.53
H -1.225 -2.831 2.724 0.54
H -1.840 1.494 3.893 -0.02
H -2.092 -0.048 4.689 0.55
H -4.321 1.698 3.483 0.30
H -3.931 1.588 5.198 0.42
H -4.570 0.182 4.360 0.25
H -4.078 -0.503 0.114 0.04
H -4.490 0.774 1.241 0.53
H -4.967 -2.223 1.787 0.27
H -6.192 -1.121 1.168 0.42
H -5.544 -0.883 2.782 0.21
C 3.842 -2.943 -2.586 -1.44
C 3.291 -1.985 -1.534 -0.05
C 1.763 -1.974 -1.484 -1.18
N 1.133 -1.497 -2.706 0.58
C 0.971 -0.202 -3.000 -0.43
S 1.489 1.043 -2.006 -0.11
N 0.332 0.160 -4.171 0.22
C -0.327 -0.563 -5.183 0.05
O -1.246 -0.034 -5.760 -0.57
C 0.193 -1.903 -5.571 0.00
C -0.706 -2.937 -5.820 -0.39
C -0.238 -4.167 -6.254 -0.72
C 1.120 -4.357 -6.468 -0.50
C 2.016 -3.319 -6.252 -0.53
C 1.557 -2.092 -5.800 0.18
H 4.930 -2.968 -2.536 0.47
H 3.558 -2.628 -3.591 0.22
H 3.473 -3.958 -2.425 0.33
H 3.641 -0.970 -1.725 0.26
H 3.655 -2.281 -0.547 0.18
H 1.430 -1.324 -0.673 -0.04
H 1.395 -2.987 -1.305 0.62
H 0.948 -2.175 -3.427 0.28
H 0.085 1.141 -4.181 0.28
H -1.764 -2.764 -5.671 0.49
H -0.935 -4.973 -6.442 0.43
H 1.482 -5.315 -6.818 0.41
H 3.071 -3.466 -6.436 0.46
H 2.245 -1.270 -5.645 0.47
```